(1)
The following is a quantum chemistry calculation of 13 unconnected molecules or ions with the total composition H26O13 in a non-equilibrium geometry, from OMol25.

Its LUMO energy is -0.063 eV. The HOMO energy is -8.8 eV. The frontier orbital gap is 8.720 eV. The multiplicity is 1. Its energy above the lowest of the compared OMol25 structures with the same formula, charge and spin is 179.7 kcal per mole.

Structure (XYZ):
```
39
H26O13, DFT wB97M-V/def2-TZVPD
O -2.13 3.34 -0.59
O -0.29 -2.00 0.46
O -4.12 0.34 -2.18
O 3.68 -0.55 0.99
O -2.71 -1.34 3.34
O 1.22 -1.44 2.16
O -1.25 -1.87 -1.72
O 2.94 -2.42 -2.68
O 0.52 1.35 -0.26
O 2.61 4.48 -0.76
O -0.21 3.13 1.35
O 4.59 -1.62 -0.24
O -3.93 -2.01 -0.43
H -1.38 -1.99 -2.68
H -1.97 -1.03 2.82
H 3.45 4.14 -0.44
H -4.81 -2.25 -0.28
H 4.40 -0.69 -0.63
H -2.30 3.17 0.34
H 0.70 -0.77 1.71
H -3.58 -0.97 3.02
H -3.93 -1.03 -0.59
H -0.90 -2.79 0.51
H 3.01 -3.28 -2.25
H -0.33 4.06 1.33
H 0.51 -2.44 0.75
H 0.59 -1.65 2.95
H -4.84 -0.03 -1.66
H 5.53 -1.62 -0.39
H 3.10 -1.77 -2.02
H 1.39 1.16 -0.14
H -3.03 3.53 -0.94
H 2.87 5.36 -1.00
H -1.96 -2.28 -1.34
H 2.97 -0.11 0.43
H 0.62 2.86 1.88
H 0.02 0.53 -0.49
H -4.38 1.32 -2.13
H 3.32 -0.81 1.78
```

=====

(2)
The following is a quantum chemistry calculation of 6 unconnected molecules or ions with the total composition C12H28O21S5Si, from OMol25.

Its LUMO energy is 0.323 eV. Its structure (SMILES) is O=S1(=O)OCCO1.O=S1(=O)OCCO1.O=S1(=O)OCCO1.O=S1(=O)OCCO1.O=S1(=O)OCCO1.OCC[SiH3]. The HOMO energy is -9.9 eV. The frontier orbital gap is 10.226 eV. The multiplicity is 1.

Structure (XYZ):
```
67
C12H28O21S5Si, DFT wB97M-V/def2-TZVPD
S -2.28 0.03 1.54
S 1.53 -5.83 -1.08
S 4.36 1.49 -5.00
S -3.02 4.03 6.45
S -3.83 3.00 -2.63
Si 1.31 -0.87 -0.87
O 1.60 -6.01 0.50
O -4.78 1.83 -3.12
O -3.73 4.03 -3.60
O 5.15 -0.71 -0.27
O -1.39 1.25 1.08
O -4.18 3.32 -1.29
O -1.75 3.10 6.66
O -3.37 0.86 2.32
O 3.86 0.23 -5.84
O -2.74 5.37 6.79
O -2.91 -0.59 0.42
O 5.77 0.88 -4.59
O -2.48 2.16 -2.65
O -3.56 3.71 5.17
O 2.36 -4.76 -1.50
O 4.59 2.60 -5.85
O 1.67 -7.11 -1.68
O 3.52 1.61 -3.87
O -1.52 -0.78 2.42
O -3.91 3.39 7.60
O 0.02 -5.33 -1.15
C -2.75 0.75 -2.82
C 4.96 -0.64 -6.14
C -1.82 2.44 7.94
C -2.16 2.47 1.18
C -4.01 0.75 -3.67
C 5.84 -0.52 -4.91
C 2.82 0.01 -0.21
C 0.46 -5.40 1.13
C -2.99 2.25 2.43
C -3.31 2.18 8.11
C 4.07 -0.21 -1.06
C -0.65 -5.58 0.10
H -1.46 3.30 1.27
H 0.28 -5.92 2.06
H -3.80 0.95 -4.72
H 5.47 -0.29 -7.04
H 6.88 -0.76 -5.10
H 0.89 -0.35 -2.19
H 0.67 -4.34 1.32
H 4.39 0.73 -1.52
H 3.88 -0.91 -1.88
H -1.23 1.53 7.87
H 4.56 -1.64 -6.29
H -2.90 0.29 -1.84
H 1.66 -2.30 -1.02
H -3.65 1.33 7.52
H -1.44 -4.84 0.19
H 5.46 -1.10 -4.07
H -3.61 2.08 9.15
H 2.62 1.08 -0.06
H -1.89 0.32 -3.32
H -4.60 -0.16 -3.56
H -1.05 -6.59 0.11
H 0.19 -0.77 0.09
H -3.90 2.84 2.46
H 3.02 -0.41 0.78
H -2.42 2.39 3.35
H -2.77 2.58 0.29
H 5.44 -1.56 -0.61
H -1.42 3.10 8.71
```